Formula: C26H80O14
Source: OMol25
Level of theory: ωB97M-V with the def2-TZVPD basis set

```
! RIJCOSX wB97M-V def2-TZVPD def2/J DEFGRID3
* xyz -1 2
C 3.45575 -4.66943 -0.52552
C 3.17920 -3.25265 -0.97872
C 2.06649 -3.16474 -2.03950
O 2.74784 -2.63541 0.21152
H 4.07213 -5.15290 -1.28344
H 2.65652 -5.39420 -0.37051
H 4.17863 -4.79837 0.28004
H 4.09683 -2.85507 -1.41231
H 2.38419 -3.65295 -2.96081
H 1.81620 -2.16145 -2.38428
H 1.13214 -3.64110 -1.74255
H 1.88024 -2.99636 0.40793
C 1.14785 2.80311 5.07848
C 1.46165 1.97709 3.81668
C 2.82606 1.29039 3.78909
O 0.51319 0.99314 3.58561
H 0.11923 3.16335 5.06206
H 1.82171 3.64347 5.24524
H 1.31008 2.14298 5.93054
H 1.33161 2.64443 2.96470
H 2.88278 0.83433 4.77746
H 3.54401 2.08570 3.58876
H 2.89196 0.45695 3.08971
H 0.64516 0.68828 2.68492
C -1.11635 -0.74777 -5.89613
C -2.00415 -1.25872 -4.71439
C -1.16178 -1.68082 -3.54711
O -2.87300 -0.25904 -4.31505
H -1.60865 0.03102 -6.47857
H -0.84484 -1.58746 -6.53589
H -0.18579 -0.32087 -5.52209
H -2.54950 -2.18046 -4.91707
H -0.32868 -2.36287 -3.71701
H -1.81433 -2.26652 -2.89964
H -0.82613 -0.77877 -3.03551
H -3.48840 -0.07605 -5.02877
C 0.70613 0.58535 -0.85755
C 0.07401 0.16048 0.46757
C -1.00163 -0.82548 0.22321
O 1.11319 -0.31483 1.30426
H 0.01397 1.15715 -1.47566
H 1.22265 -0.14294 -1.48277
H 1.46980 1.32974 -0.63219
H -0.41950 0.93600 1.05333
H -0.50750 -1.65401 -0.28421
H -1.77059 -0.40854 -0.42715
H -1.50384 -1.23731 1.09859
H 1.46415 -1.10634 0.88959
C 7.00703 -0.90299 1.66641
C 5.47579 -0.84775 1.86842
C 4.74966 0.16022 0.88348
O 5.06185 -2.20277 1.68701
H 7.51672 -1.56613 2.36539
H 7.50625 0.05682 1.79925
H 7.18983 -1.26559 0.65487
H 5.20277 -0.59109 2.89199
H 3.67845 0.25133 1.06319
H 4.88173 -0.32977 -0.08118
H 5.20800 1.13488 0.71596
H 4.29672 -2.12592 1.11232
C -2.57593 2.46883 3.19632
C -4.02081 2.48264 3.52120
C -4.58585 3.88083 3.51374
O -4.75983 1.77626 2.59527
H -2.02421 2.88981 4.03684
H -2.12969 3.03665 2.37990
H -2.22912 1.45124 3.01654
H -4.14474 1.84408 4.39584
H -3.98185 4.63604 4.01668
H -5.59412 3.99806 3.91090
H -4.74837 4.24671 2.49992
H -4.34256 1.97477 1.75379
C -5.24790 -0.44442 -1.86616
O -3.89975 -0.01440 -1.84624
H -5.88181 0.11286 -2.55587
H -5.24799 -1.53091 -1.95352
H -5.61499 -0.36980 -0.84255
H -3.43864 -0.13155 -2.68006
C 2.98513 0.25348 -4.28056
O 3.03340 1.08350 -5.43555
H 3.15348 -0.71494 -4.75165
H 3.81380 0.40839 -3.58961
H 2.03915 0.25355 -3.73906
H 2.77282 0.59337 -6.21880
C -1.16126 -1.48669 4.68187
O 0.11377 -1.80529 4.03634
H -0.89311 -0.94379 5.58821
H -1.82545 -0.86672 4.07971
H -1.80325 -2.30717 5.00243
H 0.40418 -1.04794 3.52283
C -0.59587 -4.25829 1.45096
O 0.42752 -3.32339 1.59817
H -1.12611 -4.32633 2.40086
H -1.23323 -4.04226 0.59352
H -0.19994 -5.25407 1.25158
H 0.37280 -2.92458 2.46969
C 2.96739 3.55232 -2.43047
O 2.34518 3.31592 -3.66737
H 2.46925 4.34088 -1.86644
H 2.98037 2.68810 -1.76634
H 3.92791 3.98974 -2.70280
H 2.77061 2.65269 -4.21577
C -4.67326 -1.72426 2.04689
O -5.76988 -2.43525 2.61801
H -4.35348 -2.25953 1.15284
H -4.77346 -0.69003 1.71760
H -3.86643 -1.65680 2.77666
H -6.50807 -1.87251 2.86294
C -0.97809 2.37527 -4.06360
O -1.78658 3.31542 -4.63675
H -0.19160 2.80647 -3.44424
H -1.70903 1.77708 -3.51955
H -0.35713 1.88585 -4.81392
H -2.17197 2.92228 -5.42321
C -3.32297 3.45900 -0.48318
O -3.50836 2.08223 0.01860
H -3.43222 4.28789 0.21618
H -2.30434 3.35448 -0.85678
H -4.00890 3.69060 -1.29801
H -3.55067 1.43289 -0.68722
*
```

* E_HOMO (spin up / spin down): 0.3 / -7.3 eV
* electronic energy: -56918.4482 eV
* energy above the lowest of the compared OMol25 structures with the same formula, charge and spin: 38.6 kcal/mol
* molecular weight: 616.9 g/mol
* E_LUMO (spin up / spin down): 2.29 / 2.25 eV
* gap between HOMO and LUMO (spin up / spin down): 2.0311 / 9.5085 eV

Atomic partial charges in e from the Löwdin method, atoms 1 to 99:
1 C -0.062
2 C -0.444
3 C -0.049
4 O -0.095
5 H 0.073
6 H 0.084
7 H 0.083
8 H 0.142
9 H 0.076
10 H 0.050
11 H 0.081
12 H 0.050
13 C -0.032
14 C -0.498
15 C -0.032
16 O -0.075
17 H 0.062
18 H 0.077
19 H 0.075
20 H 0.134
21 H 0.085
22 H 0.087
23 H 0.055
24 H 0.026
25 C -0.132
26 C -0.541
27 C -0.087
28 O -0.217
29 H 0.036
30 H 0.047
31 H 0.042
32 H 0.112
33 H 0.069
34 H 0.074
35 H 0.067
36 H 0.035
37 C -0.019
38 C -0.455
39 C -0.038
40 O -0.070
41 H 0.074
42 H 0.064
43 H 0.066
44 H 0.136
45 H 0.076
46 H 0.076
47 H 0.084
48 H 0.062
49 C -0.063
50 C -0.447
51 C -0.035
52 O -0.062
53 H 0.070
54 H 0.067
55 H 0.075
56 H 0.115
57 H 0.045
58 H 0.069
59 H 0.076
60 H 0.023
61 C -0.067
62 C -0.525
63 C -0.053
64 O -0.058
65 H 0.071
66 H 0.085
67 H 0.071
68 H 0.142
69 H 0.074
70 H 0.073
71 H 0.074
72 H 0.037
73 C -0.158
74 O -0.173
75 H 0.073
76 H 0.071
77 H 0.065
78 H 0.018
79 C -0.169
80 O -0.160
81 H 0.071
82 H 0.082
83 H 0.062
84 H 0.071
85 C -0.104
86 O -0.136
87 H 0.074
88 H 0.057
89 H 0.075
90 H 0.031
91 C -0.143
92 O -0.142
93 H 0.089
94 H 0.077
95 H 0.073
96 H 0.046
97 C -0.167
98 O -0.129
99 H 0.077